# 1
The following is a DFT calculation (ωB97M-V/def2-TZVPD) of the molecule C4H8FN.

Structure (XYZ):
```
14
Properties=species:S:1:pos:R:3
C -0.32 0.02 1.80
C 0.40 0.88 0.77
C 0.56 0.89 -0.57
C -0.02 -0.08 -1.57
H 0.34 -0.14 2.67
H -1.22 0.52 2.20
H -0.46 -1.05 1.42
H 1.16 1.76 -0.89
H 0.78 -0.31 -2.26
H -0.79 0.35 -2.22
H -1.32 -1.37 -0.72
H 0.36 -2.02 -0.87
N -0.43 -1.37 -1.16
F 0.96 1.91 1.39
```

Results
LUMO level   0.99 eV
Structure (SMILES)   C/C(F)=C\CN
E_tot   -311.7829 Eh
Energy above the lowest of the compared OMol25 structures with the same formula, charge and spin   22.90 kcal/mol
Orbital gap   0.361 Eh


# 2
The following is a DFT calculation (ωB97M-V/def2-TZVPD) of a structure of composition C44H52BrN4OS4TaTe.

Structure (XYZ):
```
108
Properties=species:S:1:pos:R:3
Ta -0.26 0.77 -0.06
C 2.14 0.02 -3.35
C 2.79 -0.57 -2.12
C 4.17 -0.67 -2.04
C 4.78 -1.30 -0.96
C 4.00 -1.90 0.02
C 2.61 -1.83 -0.04
C 1.78 -2.66 0.90
C 2.03 -1.07 -1.06
N 0.59 -0.85 -1.02
C -0.15 -1.50 -2.03
C 0.45 -2.56 -2.91
C -1.44 -1.13 -2.11
C -2.24 -1.61 -3.30
N -1.87 -0.22 -1.12
C -3.34 -0.02 -1.13
C -4.23 -1.35 -0.89
C -3.64 -2.77 -0.98
C -5.53 -1.33 -1.64
C -5.85 -0.42 -2.55
C -4.93 0.66 -2.92
C -3.76 0.85 -2.33
C -2.83 1.93 -2.79
H 2.73 0.84 -3.74
H 1.14 0.39 -3.16
H 2.07 -0.74 -4.14
H 4.78 -0.27 -2.85
H 5.87 -1.36 -0.90
H 4.47 -2.46 0.82
H 2.43 -3.35 1.45
H 1.05 -3.26 0.34
H 1.23 -2.07 1.63
H 1.48 -2.79 -2.62
H 0.47 -2.25 -3.96
H -0.13 -3.48 -2.85
H -1.87 -1.12 -4.21
H -3.30 -1.40 -3.24
H -2.12 -2.68 -3.44
H -2.59 -2.79 -0.66
H -3.73 -3.19 -1.98
H -4.20 -3.40 -0.29
H -6.21 -2.15 -1.43
H -6.81 -0.49 -3.07
H -5.22 1.32 -3.74
H -3.32 2.55 -3.54
H -1.91 1.52 -3.22
H -2.52 2.57 -1.97
O -4.08 5.76 3.47
C -3.55 4.90 2.83
S -3.93 3.17 2.98
C -2.81 2.66 1.74
C -2.06 3.58 1.12
S -0.79 3.27 -0.03
S -2.31 5.23 1.59
S -2.55 0.97 1.45
N -1.42 -3.87 2.17
N -1.55 -2.55 1.65
H -0.44 -4.11 2.30
H -1.81 -4.51 1.50
H -0.82 -2.32 0.99
H -1.47 -1.89 2.41
C 5.91 -2.31 4.42
C 4.63 -1.67 3.91
C 4.67 -0.56 3.09
C 3.51 0.06 2.62
C 3.65 1.25 1.72
C 2.27 -0.48 3.02
Te 0.46 0.54 2.60
C 2.20 -1.62 3.83
C 0.91 -2.29 4.25
C 3.40 -2.19 4.26
H 6.79 -1.78 4.04
H 5.98 -3.35 4.11
H 5.95 -2.29 5.51
H 5.63 -0.15 2.78
H 4.69 1.39 1.45
H 3.28 2.16 2.20
H 3.08 1.13 0.81
H 0.04 -1.88 3.74
H 0.74 -2.18 5.32
H 0.96 -3.36 4.04
H 3.34 -3.08 4.89
C 2.44 5.16 -1.16
C 3.15 3.81 -1.42
C 4.39 3.71 -0.52
C 3.58 3.72 -2.88
C 2.22 2.72 -1.08
C 1.44 1.84 -0.74
H 3.16 5.97 -1.28
H 2.03 5.19 -0.15
H 1.62 5.31 -1.86
H 5.07 4.53 -0.75
H 4.90 2.76 -0.68
H 4.11 3.77 0.54
H 4.18 4.59 -3.14
H 2.71 3.70 -3.55
H 4.17 2.82 -3.06
Br -8.14 -0.07 2.26
C -6.48 0.01 1.36
C -5.66 -1.04 1.33
C -4.36 -0.93 0.61
C -3.86 0.48 0.25
C -4.95 1.52 0.19
C -6.15 1.29 0.71
H -5.92 -1.96 1.83
H -3.57 -1.47 1.14
H -4.72 2.47 -0.27
H -6.92 2.05 0.67
```

Results
LUMO level   -1.16 eV
E_tot   -6493.8417 Eh
Energy above the lowest of the compared OMol25 structures with the same formula, charge and spin   69.56 kcal/mol
Orbital gap   0.221 Eh


# 3
The following is a DFT calculation (ωB97M-V/def2-TZVPD) of a structure of composition C34H36BF4NO2S.

Structure (XYZ):
```
79
Properties=species:S:1:pos:R:3
F 4.50 -3.44 -0.81
C 4.39 -2.36 0.04
C 5.42 -1.44 0.14
C 5.30 -0.45 1.12
F 6.36 0.44 1.25
C 4.15 -0.35 1.91
C 3.26 -1.43 1.95
C 2.51 -1.82 3.27
C 1.05 -2.01 2.97
C 0.24 -0.93 2.79
C -1.10 -1.05 2.29
C -2.05 0.03 2.07
C -3.23 -0.22 1.35
F -4.07 0.85 1.06
C -3.60 -1.47 0.86
C -2.74 -2.53 1.18
F -3.03 -3.81 0.74
C -1.57 -2.34 1.90
C 3.21 -2.26 0.80
H 6.31 -1.53 -0.46
H 4.02 0.55 2.53
H 2.53 -1.02 4.03
H 0.66 -3.04 2.98
H 0.63 0.27 3.33
H -1.83 1.03 2.44
H -4.51 -1.65 0.29
H -0.96 -3.23 2.12
H 2.34 -2.89 0.58
C 3.37 -1.44 8.07
C 3.31 -1.99 6.69
C 2.39 -2.95 6.22
C 2.71 -3.45 4.98
C 3.58 -2.54 4.17
B 0.17 1.21 4.11
C 4.89 -3.11 3.58
C 6.15 -2.50 3.60
C 7.20 -2.98 2.85
C 6.98 -4.14 2.05
N 7.76 -4.40 0.97
C 7.42 -5.47 0.04
C 8.78 -3.45 0.56
C 5.81 -4.92 2.26
C 4.78 -4.38 3.00
O 0.06 0.53 5.31
C -0.34 1.57 6.20
C -1.87 1.61 6.32
C 0.25 1.29 7.57
C 0.17 2.89 5.50
C -0.68 4.12 5.74
C 1.63 3.22 5.86
O 0.09 2.57 4.10
S 4.26 -1.34 5.47
H 2.59 -1.93 8.67
H 4.34 -1.70 8.48
H 3.22 -0.35 7.99
H 1.55 -3.35 6.84
H 2.22 -4.30 4.48
H 6.32 -1.57 4.18
H 8.14 -2.40 2.86
H 7.36 -6.43 0.59
H 6.45 -5.28 -0.49
H 8.25 -5.49 -0.69
H 8.38 -2.45 0.28
H 9.52 -3.31 1.36
H 9.28 -3.91 -0.30
H 5.63 -5.90 1.83
H 3.81 -4.85 3.12
H -2.15 2.21 7.20
H -2.33 2.06 5.44
H -2.31 0.60 6.42
H -0.19 2.01 8.29
H 0.10 0.24 7.89
H 1.33 1.51 7.54
H -0.68 4.45 6.78
H -0.21 4.95 5.21
H -1.69 4.01 5.38
H 1.70 3.63 6.89
H 2.28 2.34 5.75
H 1.99 3.98 5.15
```

Results
LUMO level   -1.75 eV
E_tot   -2344.6559 Eh
Energy above the lowest of the compared OMol25 structures with the same formula, charge and spin   196.43 kcal/mol
Orbital gap   0.117 Eh


# 4
The following is a DFT calculation (ωB97M-V/def2-TZVPD) of a cluster of 2 separate species, C17H36BN4O4 in total.

Structure (XYZ):
```
62
Properties=species:S:1:pos:R:3
C -0.31 4.08 -0.03
C 0.05 3.18 1.17
O 0.25 1.84 0.65
B 0.32 0.86 1.60
O 1.30 0.98 2.57
C -0.71 -0.36 1.68
C -2.08 0.25 2.06
N -2.85 0.60 0.83
N -4.02 1.36 1.17
C -3.30 -0.69 0.24
C -3.90 -0.52 -1.18
C -3.39 0.67 -1.96
O -2.75 0.59 -2.91
O -3.75 1.94 -1.47
C -2.23 -1.81 0.28
C -0.74 -1.30 0.45
C -0.39 -0.64 -0.88
N -0.69 -1.47 -2.04
C 0.07 -2.61 0.70
C 1.49 -2.44 1.25
C 2.66 -2.17 0.26
C 2.43 -2.63 -1.19
C 3.18 -0.71 0.28
H -0.53 3.43 -0.87
H -1.15 4.74 0.18
H 0.59 4.62 -0.30
H -0.73 3.17 1.93
H 0.98 3.53 1.60
H 0.89 0.78 3.42
H -0.42 -0.97 2.53
H -1.92 1.19 2.59
H -2.66 -0.41 2.71
H -2.20 1.14 0.24
H -3.94 2.30 0.80
H -4.12 1.38 2.18
H -4.11 -1.03 0.86
H -3.81 -1.41 -1.78
H -4.97 -0.35 -1.04
H -4.41 2.28 -2.08
H -2.42 -2.39 1.19
H -2.34 -2.50 -0.54
H -0.89 0.32 -1.03
H 0.68 -0.40 -0.88
H -0.80 -2.44 -1.81
H -0.02 -1.35 -2.78
H 0.01 -3.27 -0.15
H -0.50 -3.11 1.48
H 1.74 -3.38 1.74
H 1.53 -1.70 2.05
H 3.50 -2.76 0.62
H 1.90 -3.58 -1.22
H 1.99 -1.88 -1.83
H 3.41 -2.85 -1.61
H 2.85 -0.13 -0.58
H 2.99 -0.24 1.24
H 4.26 -0.77 0.19
C 5.65 1.99 -1.99
C 5.70 0.56 -2.30
N 5.73 -0.55 -2.53
H 5.04 2.16 -1.10
H 6.65 2.36 -1.81
H 5.21 2.53 -2.83
```

Results
LUMO level   -2.60 eV
E_tot   -1213.9788 Eh
Net charge   +1
Orbital gap   0.341 Eh


# 5
The following is a DFT calculation (ωB97M-V/def2-TZVPD) of a structure of composition C27H37FIN6O5PRu.

Structure (XYZ):
```
79
Properties=species:S:1:pos:R:3
Ru -2.11 2.65 0.11
C -6.37 5.44 -2.00
O -5.43 5.25 -0.93
C -4.50 4.34 -0.97
O -3.72 4.24 -0.01
N -4.38 3.57 -2.07
N -3.41 2.57 -2.06
H -7.01 6.26 -1.67
H -6.99 4.55 -2.15
H -5.87 5.73 -2.92
H -5.09 3.55 -2.78
H -2.90 2.57 -2.94
H -3.83 1.65 -1.92
F 4.05 -0.55 -0.75
C 2.90 -1.25 -0.67
C 1.75 -0.52 -0.54
C 0.50 -1.15 -0.44
C -0.71 -0.35 -0.40
O -0.64 0.91 -0.52
C -1.90 -1.11 -0.26
C -1.86 -2.48 -0.20
N -0.74 -3.20 -0.24
C -0.80 -4.64 -0.08
C -0.23 -5.24 1.18
C -1.71 -5.24 0.95
C 0.48 -2.56 -0.40
C 1.66 -3.28 -0.55
C 2.90 -2.67 -0.73
N 4.05 -3.42 -0.92
C 4.04 -4.71 -1.60
C 4.78 -5.76 -0.77
N 5.97 -5.13 -0.10
C 6.45 -3.94 -0.85
C 5.39 -2.84 -0.81
C -3.27 -0.45 -0.22
O -4.23 -1.16 -0.47
O -3.27 0.79 0.06
H 1.80 0.55 -0.54
H -2.79 -3.03 -0.15
H -0.69 -5.17 -1.02
H 0.16 -4.55 1.91
H 0.30 -6.17 1.11
H -2.33 -4.59 1.55
H -2.19 -6.17 0.69
H 1.61 -4.35 -0.51
H 4.51 -4.60 -2.58
H 3.02 -5.05 -1.77
H 5.11 -6.56 -1.42
H 4.13 -6.18 0.00
H 6.73 -5.82 -0.02
H 5.73 -4.85 0.85
H 6.67 -4.26 -1.87
H 7.38 -3.57 -0.41
H 5.62 -2.14 -1.61
H 5.46 -2.31 0.14
C -0.96 5.75 -0.42
P -0.19 4.11 -0.32
C 1.05 4.31 1.00
C 0.80 3.97 -1.83
H -0.19 6.52 -0.44
H -1.61 5.92 0.44
H -1.57 5.82 -1.32
H 1.71 5.13 0.73
H 1.64 3.39 1.11
H 0.56 4.53 1.95
H 1.48 4.82 -1.88
H 0.15 3.97 -2.71
H 1.37 3.04 -1.82
I -0.43 -0.63 4.73
C -1.23 1.20 4.12
C -1.44 2.24 5.01
C -1.98 3.43 4.53
C -2.26 3.54 3.18
N -2.04 2.54 2.33
C -1.54 1.38 2.78
H -1.19 2.14 6.06
H -2.19 4.25 5.20
H -2.69 4.45 2.76
H -1.41 0.58 2.06
```

Results
2S+1   2
LUMO level (spin up / spin down)   -8.59 / -9.22 eV
E_tot   -2588.7124 Eh
Energy above the lowest of the compared OMol25 structures with the same formula, charge and spin   0.00 kcal/mol
Net charge   +3
Orbital gap (spin up / spin down)   0.249 / 0.226 Eh


# 6
The following is a DFT calculation (ωB97M-V/def2-TZVPD) of the molecule C3H6OSe.

Structure (XYZ):
```
11
Properties=species:S:1:pos:R:3
C 1.60 -0.21 -0.01
C -1.76 -0.74 -0.01
C 0.78 1.03 0.14
O 1.18 -1.17 -0.59
Se -1.01 1.13 -0.51
H 2.71 -0.12 0.21
H -2.78 -0.80 -0.01
H -1.37 -1.43 -0.68
H -1.63 -0.95 1.05
H 0.98 1.67 1.01
H 1.31 1.61 -0.59
```

Results
LUMO level   0.74 eV
Structure (SMILES)   C[Se]CC=O
E_tot   -2594.5181 Eh
Energy above the lowest of the compared OMol25 structures with the same formula, charge and spin   8.82 kcal/mol
Orbital gap   0.341 Eh